(1)
{
  "formula": "C27H32IMgN5O2S",
  "method": "the ωB97M-V functional and the def2-TZVPD basis",
  "orbital_gap_ev": 7.11,
  "lumo_energy_ev": -0.332,
  "homo_energy_ev": -7.44,
  "molar_mass_g_mol": 641.862,
  "species": ["O", "H", "C", "I", "H", "C", "H", "H", "C", "H", "H", "H", "N", "H", "H", "H", "C", "C", "C", "H", "H", "C", "C", "N", "H", "H", "C", "H", "Mg", "H", "H", "C", "H", "H", "H", "C", "C", "O", "H", "S", "H", "H", "C", "C", "H", "C", "H", "C", "C", "C", "N", "H", "C", "N", "H", "H", "H", "C", "C", "C", "H", "C", "H", "N", "C", "C", "C", "H", "C"],
  "coordinates": [[-0.60, 1.43, 0.76], [0.13, 4.39, -0.05], [-2.34, -1.44, -1.27], [-0.42, 4.84, 2.51], [3.88, -3.89, 4.60], [0.64, -0.60, 4.22], [-1.46, 3.70, 0.34], [2.03, 0.98, 4.77], [-3.53, -1.53, -2.15], [-1.47, -0.16, 4.29], [4.75, -0.25, 0.60], [-0.78, -5.37, 1.93], [-0.67, 2.27, -3.20], [-6.72, -0.42, -2.37], [0.60, -0.95, 5.25], [3.24, -0.07, -0.30], [3.39, -3.19, 3.93], [-2.75, -3.71, -0.27], [3.17, -2.17, 1.74], [4.62, -3.66, 2.24], [0.44, -3.21, 1.75], [-0.78, -0.73, 3.67], [1.70, -1.48, 3.55], [-1.49, -0.48, -1.29], [1.81, -2.16, -0.83], [1.87, 1.36, 1.05], [-2.32, -4.74, 0.55], [-0.86, -0.32, 2.66], [0.08, -0.44, 0.10], [4.58, -2.73, 0.30], [-3.65, -3.81, -0.87], [-1.16, -4.59, 1.28], [0.33, 1.47, 4.82], [0.13, 2.54, -3.75], [3.18, -2.83, -1.68], [3.67, -2.11, 0.31], [2.09, -1.38, 2.20], [1.47, -0.59, 1.32], [4.65, -0.77, -1.09], [1.07, 0.61, -2.05], [-1.11, -1.77, 3.65], [-4.55, -2.95, -5.05], [-0.43, 3.79, 0.65], [1.06, 0.87, 4.27], [2.04, -2.46, 5.41], [2.71, -2.75, -0.70], [-2.57, -2.79, -3.59], [-2.00, -2.55, -0.33], [2.35, -2.39, 4.38], [-5.81, -0.94, -2.63], [-0.88, -2.39, 0.40], [-1.58, 2.40, -3.63], [-0.47, -3.39, 1.18], [1.47, 2.30, 0.96], [2.07, 3.11, 0.94], [-6.63, -1.76, -4.44], [2.42, -3.76, -0.38], [-5.76, -1.69, -3.80], [-0.54, 1.14, -2.46], [0.16, 2.41, 0.81], [-2.89, -5.66, 0.61], [4.10, -0.71, -0.14], [1.15, 1.29, 3.28], [-1.68, 0.55, -2.16], [-3.48, -2.28, -3.32], [3.79, -3.06, 2.61], [-4.70, -0.86, -1.81], [-4.73, -0.26, -0.91], [-4.60, -2.36, -4.14]]
}



(2)
{
  "formula": "C24H46N6O8",
  "method": "the ωB97M-V functional and the def2-TZVPD basis",
  "orbital_gap_ev": 8.57,
  "lumo_energy_ev": -0.044,
  "homo_energy_ev": -8.62,
  "molar_mass_g_mol": 546.666,
  "species": ["H", "H", "H", "H", "N", "O", "H", "O", "H", "N", "C", "H", "C", "C", "H", "H", "C", "H", "C", "H", "H", "H", "C", "H", "H", "H", "C", "O", "C", "C", "H", "H", "O", "C", "H", "C", "H", "H", "H", "C", "C", "C", "H", "H", "C", "H", "H", "H", "C", "H", "H", "H", "C", "H", "H", "C", "H", "H", "C", "C", "H", "C", "O", "H", "H", "N", "N", "H", "C", "H", "H", "N", "C", "H", "O", "H", "C", "H", "H", "O", "O", "H", "H", "N"],
  "coordinates": [[-0.16, 3.39, 1.97], [0.09, -3.59, -2.52], [5.56, -2.85, 1.56], [-4.24, 3.34, 0.69], [-5.33, 4.13, 2.30], [-7.23, 1.42, 3.19], [-0.29, -0.39, -0.66], [1.25, 3.01, 0.55], [5.07, 1.70, -0.10], [-9.18, 1.03, 4.27], [-8.50, 0.40, 5.39], [4.50, -2.07, 2.73], [6.96, -8.44, -3.70], [4.45, 0.85, -0.35], [3.29, 3.31, -0.87], [-1.03, 6.49, 1.23], [6.07, -2.09, -1.93], [7.51, -8.68, -4.61], [-6.69, 4.62, 2.35], [2.91, -1.39, 1.01], [6.10, -9.12, -3.63], [2.89, 2.86, -2.66], [6.50, 0.08, -1.73], [-9.05, 1.96, 2.45], [5.37, -1.10, 1.58], [-2.74, -1.95, -2.26], [3.43, 1.31, -1.38], [1.29, -1.59, -1.09], [0.15, -1.19, -1.28], [0.34, 5.19, -0.83], [-1.62, 4.98, 1.98], [0.69, -2.37, -3.65], [6.20, -3.24, -2.28], [-0.19, -2.71, -3.10], [-6.99, 4.97, 1.36], [5.25, -0.21, -1.01], [1.39, 5.43, -0.71], [3.09, -2.15, -1.19], [-9.23, 0.08, 6.13], [-4.35, 4.66, 3.04], [-10.63, 1.14, 4.29], [3.63, -2.18, 0.81], [5.40, -5.62, -4.68], [-2.13, -0.73, -3.40], [0.33, 3.65, 1.02], [-5.89, 2.71, 0.87], [-2.18, 5.44, 0.36], [2.92, 0.52, -1.91], [-2.01, -1.15, -2.39], [6.60, -6.50, -1.72], [-7.94, -0.47, 5.04], [-4.61, 2.20, 1.98], [-8.44, 1.50, 3.25], [-7.35, 3.81, 2.66], [-7.80, 1.10, 5.84], [6.93, -6.14, -2.70], [8.02, -6.06, -2.71], [-10.98, 1.64, 3.39], [5.69, -6.69, -4.73], [4.97, -1.51, -1.09], [-0.21, 6.07, -1.17], [4.85, -2.04, 1.70], [7.07, 1.14, -1.81], [3.97, 0.46, 0.54], [-4.70, 5.49, 3.68], [-0.67, -1.66, -2.22], [3.92, -2.28, -0.62], [0.25, 4.40, -1.58], [3.18, 2.58, -1.66], [7.60, -8.59, -2.84], [-0.97, -2.98, -3.81], [-0.21, 4.73, 0.44], [-1.32, 5.45, 1.04], [-10.94, 1.72, 5.16], [6.95, -1.10, -2.31], [3.14, -3.11, 1.10], [-5.00, 3.03, 1.40], [-11.08, 0.15, 4.35], [6.50, -5.15, -2.87], [-3.19, 4.29, 3.04], [5.29, -7.42, -5.62], [-6.78, 5.44, 3.06], [-2.21, -0.37, -1.66], [6.50, -7.06, -3.74]]
}



(3)
{
  "formula": "C8H10BrNO4S",
  "method": "the ωB97M-V functional and the def2-TZVPD basis",
  "orbital_gap_ev": 10.47,
  "lumo_energy_ev": 0.389,
  "homo_energy_ev": -10.08,
  "molar_mass_g_mol": 296.142,
  "species": ["H", "H", "C", "H", "H", "H", "O", "C", "H", "H", "Br", "C", "H", "O", "N", "H", "C", "C", "H", "C", "C", "O", "O", "C", "S"],
  "coordinates": [[-0.31, 0.67, -4.24], [1.34, 0.24, -1.75], [-0.67, -0.69, -0.13], [1.14, 1.58, -3.74], [-0.72, -1.79, -0.50], [-2.26, -1.67, 0.90], [-1.98, 0.87, 3.13], [0.36, 0.64, 1.76], [0.26, 1.63, 1.72], [0.29, -0.79, -2.66], [3.33, 0.91, 2.50], [-0.73, 0.26, -1.38], [-2.49, 0.14, 0.39], [-1.70, 0.94, -1.56], [0.52, -0.30, 0.63], [1.61, -0.85, 3.25], [1.57, -1.01, 1.04], [-1.86, -0.65, 0.92], [-0.33, 1.99, -3.06], [0.20, 1.23, -3.50], [0.41, 0.19, -2.41], [-0.86, -1.28, 3.27], [2.18, -1.96, 0.62], [1.82, -0.17, 2.29], [-1.13, -0.13, 2.51]]
}